# 1
Entry from the Open Molecules 2025 dataset: a structure of composition C46H58O4SW (ωB97M-V with the def2-TZVPD basis set).

Values from the calculation:
net charge: +2
energy above the lowest of the compared OMol25 structures with the same formula, charge and spin: 1.0580 eV
Kohn-Sham gap: 6.424 eV
HOMO level: -13.7114 eV

Atoms and positions in Å:
W  0.302  -0.864  -1.785
C  -0.908  -3.858  -1.991
O  -1.077  -2.442  -1.751
C  -1.851  -1.916  -0.682
C  -1.787  -2.351  0.642
C  -0.947  -3.504  1.152
C  0.509  -3.218  1.500
C  1.063  -3.901  2.573
C  2.380  -3.725  2.990
C  3.126  -2.741  2.346
C  2.619  -2.032  1.269
C  3.462  -1.005  0.542
C  2.842  0.372  0.407
C  2.848  1.276  1.461
C  2.382  2.582  1.330
C  1.889  2.980  0.083
C  1.852  2.117  -0.997
C  1.424  2.583  -2.375
C  0.070  2.161  -2.938
C  -0.379  2.798  -4.081
C  -1.599  2.486  -4.681
C  -2.344  1.432  -4.140
C  -1.951  0.755  -3.007
C  -2.795  -0.431  -2.542
C  -2.688  -0.854  -1.087
C  -3.461  -0.233  -0.131
C  -3.461  -0.651  1.202
C  -2.608  -1.693  1.552
C  -4.410  0.009  2.192
C  -5.850  -0.174  1.681
C  -4.079  1.506  2.288
C  -4.309  -0.610  3.588
C  -0.731  1.140  -2.389
O  -0.440  0.667  -1.113
C  -2.140  3.247  -5.878
C  -1.224  4.399  -6.300
C  -2.285  2.272  -7.060
C  -3.515  3.829  -5.507
C  2.320  0.821  -0.797
O  2.215  -0.076  -1.906
C  3.348  -0.166  -2.814
C  2.453  3.533  2.518
C  3.906  3.608  3.014
C  1.993  4.950  2.163
C  1.551  2.991  3.639
C  1.336  -2.331  0.815
O  0.908  -1.731  -0.347
C  2.959  -4.620  4.078
C  2.970  -6.062  3.537
C  2.094  -4.544  5.345
C  4.393  -4.232  4.443
H  -1.832  -4.371  -1.739
H  -0.064  -4.242  -1.423
H  -0.706  -3.955  -3.055
H  -1.000  -4.356  0.475
H  -1.416  -3.836  2.077
H  0.431  -4.608  3.098
H  4.129  -2.514  2.679
H  3.705  -1.407  -0.444
H  4.403  -0.896  1.080
H  3.254  0.945  2.409
H  1.534  3.990  -0.064
H  2.171  2.250  -3.102
H  1.460  3.672  -2.392
H  0.245  3.574  -4.504
H  -3.267  1.130  -4.619
H  -2.559  -1.277  -3.190
H  -3.838  -0.184  -2.736
H  -4.099  0.586  -0.440
H  -2.578  -2.024  2.581
H  -6.015  0.327  0.726
H  -6.549  0.251  2.402
H  -6.089  -1.232  1.561
H  -4.186  2.010  1.326
H  -3.057  1.652  2.644
H  -4.757  1.985  2.994
H  -4.548  -1.674  3.571
H  -5.026  -0.122  4.247
H  -3.315  -0.467  4.018
H  -0.256  4.037  -6.652
H  -1.068  5.109  -5.485
H  -1.693  4.938  -7.121
H  -1.332  1.786  -7.278
H  -2.599  2.821  -7.947
H  -3.028  1.499  -6.861
H  -3.430  4.516  -4.663
H  -4.235  3.052  -5.249
H  -3.914  4.384  -6.356
H  4.087  0.571  -2.513
H  2.989  0.022  -3.824
H  3.764  -1.168  -2.758
H  4.572  3.937  2.214
H  4.263  2.649  3.390
H  3.974  4.329  3.829
H  2.609  5.383  1.373
H  2.090  5.586  3.042
H  0.945  4.970  1.857
H  1.886  2.014  3.989
H  0.519  2.903  3.293
H  1.569  3.677  4.486
H  1.963  -6.423  3.325
H  3.421  -6.727  4.275
H  3.559  -6.121  2.620
H  1.074  -4.886  5.171
H  2.056  -3.522  5.726
H  2.525  -5.179  6.120
H  5.066  -4.333  3.590
H  4.752  -4.901  5.225
H  4.450  -3.212  4.829
S  0.618  -1.469  -3.878



# 2
Entry from the Open Molecules 2025 dataset: a structure of composition C17H31BiO (ωB97M-V with the def2-TZVPD basis set).

Values from the calculation:
net charge: +2
Kohn-Sham gap: 8.251 eV
HOMO level: -16.2836 eV

Atoms and positions in Å:
C  1.904  2.548  -0.753
H  2.708  3.252  -0.490
H  2.227  2.016  -1.657
H  1.831  1.814  0.078
C  0.594  3.295  -0.999
H  -0.221  2.611  -1.283
H  0.274  3.776  -0.067
C  0.743  4.366  -2.077
H  -0.193  4.915  -2.214
H  1.517  5.083  -1.787
H  1.028  3.934  -3.041
C  -0.852  -2.241  -0.090
C  -1.513  -1.415  -1.069
C  -0.551  -1.090  -2.116
C  0.722  -1.702  -1.746
C  0.522  -2.402  -0.484
C  1.508  -3.298  0.186
C  1.996  -1.610  -2.537
C  -0.793  -0.252  -3.340
C  -2.971  -1.104  -1.091
C  -1.512  -2.904  1.084
Bi  0.216  0.018  -0.126
H  2.861  -1.912  -1.938
H  1.959  -2.257  -3.422
H  2.181  -0.591  -2.901
H  2.533  -3.026  -0.083
H  1.418  -3.269  1.277
H  1.332  -4.334  -0.132
H  -2.353  -2.308  1.462
H  -1.919  -3.895  0.817
H  -0.804  -3.066  1.910
H  -3.173  -0.225  -1.709
H  -3.516  -1.957  -1.513
H  -3.369  -0.920  -0.088
H  0.025  0.457  -3.523
H  -0.869  -0.877  -4.238
H  -1.719  0.326  -3.254
C  -0.464  1.670  3.502
C  0.223  0.513  4.236
C  0.482  -0.458  3.096
O  -0.608  -0.260  2.160
C  -1.354  0.932  2.527
H  -0.989  2.385  4.144
H  0.286  2.242  2.925
H  -0.484  0.076  4.967
H  1.115  0.796  4.785
H  1.445  -0.235  2.599
H  0.486  -1.523  3.384
H  -2.298  0.631  3.022
H  -1.612  1.476  1.610